3 unconnected molecules or ions with the total composition C5H7Br, computed with ωB97M-V/def2-TZVPD.

Values from the calculation:
**Total charge**: 0
**Orbital gap**: 10.485 eV
**Lowest unoccupied orbital energy**: 0.72 eV
**SMILES**: C=C=C.C#C.Br
**Largest force on an atom**: 3.4 eV Å⁻¹

Atoms and positions in Å:
Br -5.306 0.777 0.474
C 1.760 1.647 -0.623
C 2.200 -0.114 1.287
C -0.942 -2.075 -0.992
C 1.905 0.820 0.419
C -1.317 -1.238 -0.234
H -1.573 -0.384 0.296
H 1.498 -0.925 1.448
H 1.155 2.531 -0.544
H 3.204 -0.096 1.632
H -4.005 0.559 -0.065
H -0.582 -2.903 -1.493
H 2.001 1.401 -1.605

11 unconnected molecules or ions with the total composition C48H123N5O16, computed with ωB97M-V/def2-TZVPD.

Values from the calculation:
**Total charge**: 0
**Orbital gap**: 9.067 eV
**Lowest unoccupied orbital energy**: 0.59 eV
**SMILES**: COCCNCCOC.COCCNCCOC.COCCNCCOC.COCCNCCOC.COCCNCCOC.CC(C)O.CC(C)O.CC(C)O.CC(C)O.CC(C)O.CC(C)O
**Largest force on an atom**: 5.2 eV Å⁻¹

Atoms and positions in Å:
O 6.694 4.780 -2.869
O 2.826 0.441 3.463
O -5.163 0.570 1.306
O -0.159 0.455 -2.973
O -1.515 -1.802 0.834
O 1.871 -4.427 1.359
O 2.150 3.584 -3.588
O -9.527 -0.547 1.086
O 8.330 1.351 2.897
O -2.320 -2.785 -2.749
O 1.218 -3.211 3.963
O 1.748 -0.829 -4.398
O 4.518 1.264 -1.306
O -6.514 -3.235 -1.409
O 0.684 2.913 1.484
O -2.918 -4.360 1.657
N -7.167 -0.462 -0.524
N 3.921 5.511 -2.056
N 0.993 0.584 -0.343
N 1.634 3.023 4.143
N -2.012 -5.262 -1.096
C 3.142 1.544 -1.083
C 0.497 -0.620 0.347
C -0.985 -0.493 0.736
C -1.485 -5.060 -2.449
C -3.441 -4.662 2.933
C -10.285 -0.316 2.250
C 0.142 -2.528 4.579
C 3.087 2.750 4.043
C -1.172 -3.587 -2.685
C 2.363 0.271 -0.767
C 5.283 2.420 -1.614
C -8.425 0.213 -0.839
C -6.297 -0.824 -1.654
C 3.786 -4.163 -0.015
C 1.858 -2.575 -0.190
C 1.344 4.106 1.911
C -9.183 0.629 0.408
C -0.748 -1.956 3.493
C -5.633 1.051 2.568
C 3.216 -0.895 3.636
C -2.015 1.067 -4.282
C -0.724 3.008 1.508
C 1.236 -3.126 -5.000
C 2.016 4.979 -3.619
C 6.243 6.099 -2.611
C 1.835 -2.178 -3.954
C 2.478 5.617 -2.303
C -1.143 -4.845 0.009
C -0.603 -3.525 5.508
C 2.686 -3.441 0.753
C 3.374 1.307 4.425
C 3.290 -2.454 -3.663
C 8.058 4.573 -2.546
C -1.133 2.592 -2.472
C 1.242 4.248 3.437
C -2.883 -1.855 1.156
C 6.560 2.762 2.255
C 1.789 2.981 -4.810
C -6.436 -0.059 3.244
C -4.408 1.426 3.382
C -5.131 -3.422 -1.194
C 6.690 0.298 1.531
C -6.718 -2.151 -2.314
C 6.926 1.328 2.628
C -2.102 -1.394 -2.665
C -1.761 -5.156 1.349
C -1.378 1.177 -2.896
C 4.764 6.217 -3.003
H 1.757 -3.090 -5.957
H -1.039 4.025 1.254
H -1.559 0.045 -0.026
H 0.207 -2.816 -5.186
H -1.621 -3.184 5.701
H -8.245 1.086 -1.471
H -1.720 -1.767 3.957
H 1.746 1.891 -4.744
H 1.287 -4.143 -4.608
H -3.878 0.498 3.612
H 6.317 2.086 -1.692
H 7.116 3.185 1.418
H -9.710 -0.044 3.140
H -3.045 -0.868 -2.515
H -1.154 2.298 0.807
H -1.493 -1.123 -1.796
H -3.124 -1.262 2.042
H 6.364 6.222 -1.530
H 6.986 -0.698 1.860
H -0.653 -5.737 -2.649
H 0.408 -1.683 5.223
H 4.976 2.817 -2.583
H 0.782 3.242 -5.148
H -1.035 -5.095 2.166
H -5.250 -0.856 -1.356
H -4.687 -3.857 -2.093
H 5.611 0.297 1.350
H -1.118 0.045 1.680
H -10.735 -1.273 2.519
H 1.036 -0.381 -3.908
H 1.075 -2.067 0.379
H -2.978 1.562 -4.428
H -0.813 2.647 -1.432
H 5.218 3.176 -0.828
H -6.353 -0.003 -2.373
H -6.203 -2.371 -3.255
H 2.191 6.669 -2.343
H -0.972 -3.761 0.049
H -3.852 -5.678 2.925
H 1.286 -2.328 -3.017
H 1.834 5.113 3.747
H -4.645 1.865 4.351
H 2.683 1.920 -2.003
H -0.375 3.056 -3.103
H -10.070 1.225 0.160
H 8.297 3.544 -2.799
H 6.836 6.825 -3.174
H -0.161 -3.564 6.504
H 4.300 -1.031 3.678
H 1.907 5.116 -1.519
H -2.754 -4.570 -1.036
H -6.268 1.930 2.420
H 0.977 5.269 -3.822
H 3.090 1.033 5.447
H -7.776 -2.160 -2.577
H 2.774 -1.416 2.787
H -2.669 -4.590 3.702
H 5.507 2.930 2.014
H -4.629 -2.520 -0.840
H -2.134 0.697 -2.264
H -3.246 -2.858 1.382
H 3.534 2.916 3.057
H -2.061 3.162 -2.553
H -1.114 2.885 2.523
H -0.439 -0.995 3.082
H -5.899 -1.006 3.195
H -3.731 2.054 2.803
H -4.283 -4.013 3.168
H -0.156 -5.304 -0.052
H 3.894 -2.432 -4.573
H 3.670 -1.686 -2.990
H 3.443 -4.744 -0.873
H 0.580 -1.458 -0.349
H -3.445 -1.484 0.294
H -1.595 -1.076 -3.579
H 1.281 -3.196 -0.877
H 3.146 -2.799 1.510
H 1.671 -4.093 2.241
H 2.875 -0.313 0.008
H 1.057 1.354 0.318
H 4.464 1.173 4.455
H 2.804 -1.307 4.563
H 3.035 2.290 -0.289
H 0.236 4.528 3.755
H 2.382 -0.380 -1.643
H 4.725 5.871 -4.041
H -7.370 -0.225 2.702
H 1.490 -3.966 4.493
H 2.506 -1.900 -0.750
H -5.853 0.205 0.727
H 4.576 -3.479 -0.324
H 1.073 -0.950 1.216
H -4.898 -4.140 -0.404
H 0.294 0.571 -2.112
H -7.434 -1.286 0.004
H 7.178 0.484 0.574
H -1.353 1.384 -5.092
H 4.529 7.283 -2.998
H -2.153 -6.179 1.344
H 8.653 5.280 -3.136
H 6.767 3.335 3.160
H 2.573 5.426 -4.452
H 0.946 4.987 1.398
H 6.408 1.012 3.533
H -6.647 0.233 4.274
H -0.900 -2.662 2.675
H -11.092 0.401 2.087
H -0.605 -3.405 -3.609
H 1.307 2.262 3.550
H -0.488 -3.186 -1.929
H -2.222 -5.353 -3.199
H 4.116 4.521 -2.140
H 2.384 4.020 1.597
H 2.577 3.159 -5.547
H -9.054 -0.441 -1.452
H 4.147 -4.951 0.650
H -8.611 1.300 1.061
H 8.378 4.834 -1.532
H 3.655 3.432 4.680
H -0.613 -4.501 5.022
H -2.271 0.047 -4.583
H 8.779 1.498 2.061
H 3.439 -3.449 -3.239

A molecular structure, C6H9O2, computed with ωB97M-V/def2-TZVPD.

Values from the calculation:
**Total charge**: -1
**Orbital gap**: 7.332 eV
**Lowest unoccupied orbital energy**: 4.26 eV
**Largest force on an atom**: 5.4 eV Å⁻¹

Atoms and positions in Å:
O 1.588 2.035 -0.757
O 2.567 0.037 -1.037
C -0.005 0.057 -0.548
C -1.190 0.047 -1.517
C 1.770 0.890 -0.859
C 0.549 -0.662 1.743
C -0.074 -1.110 0.426
C -1.011 1.122 -0.382
H 1.644 -0.614 1.741
H 0.271 -1.443 2.355
H -1.185 -1.146 0.567
H -1.799 0.874 0.466
H -2.042 -0.615 -1.253
H 0.469 -1.938 -0.032
H -1.146 0.174 -2.570
H 0.206 0.215 2.237
H -0.612 2.075 -0.581

2 unconnected molecules or ions with the total composition C14H16, computed with ωB97M-V/def2-TZVPD.

Values from the calculation:
**Spin multiplicity**: 2
**Total charge**: +1
**Orbital gap (alpha / beta)**: 6.929 / 3.103 eV
**Lowest unoccupied orbital energy (alpha / beta)**: -4.39 / -8.21 eV
**<S²>**: 0.768
**Largest force on an atom**: 2.4 eV Å⁻¹

Atoms and positions in Å:
C 0.197 2.335 -0.419
C 0.641 2.313 -1.709
C 2.499 2.529 0.368
C -1.674 -3.525 1.063
C -2.317 -2.007 -0.713
C 2.467 2.274 -3.379
C -2.118 -3.284 -0.228
C -1.288 -2.784 3.383
C 2.049 2.308 -1.971
C 2.985 2.432 -0.910
C -1.757 -1.161 1.528
C -2.124 -0.956 0.181
C -1.573 -2.454 1.956
C 1.142 2.446 0.671
H 2.234 3.271 -3.792
H -2.191 -2.663 4.007
H -0.833 2.075 -0.218
H -0.709 -3.694 3.483
H -1.901 -0.282 2.140
H 0.861 2.362 1.713
H -0.068 1.940 -2.435
H -2.361 -4.170 -0.805
H 3.188 2.648 1.197
H -0.714 -2.094 4.034
H -2.085 0.070 -0.181
H 3.543 2.358 -3.576
H 2.019 1.465 -3.955
H 4.039 2.634 -1.046
H -2.638 -1.832 -1.731
H -1.513 -4.556 1.342

A gas-phase ion, C3H8F2P (charge +1), computed with ωB97M-V/def2-TZVPD.

Values from the calculation:
**Total charge**: +1
**Orbital gap**: 12.820 eV
**Lowest unoccupied orbital energy**: -4.47 eV
**Largest force on an atom**: 6.3 eV Å⁻¹

Atoms and positions in Å:
P 0.382 -0.649 -0.060
F 1.801 -0.104 0.444
F 0.158 -1.938 1.155
C -0.482 1.596 1.338
C -0.907 0.592 0.248
C 0.666 -1.460 -1.672
H 1.710 -1.877 -1.616
H -0.929 1.009 -0.758
H 0.388 2.263 0.858
H -1.207 2.256 1.649
H -1.869 0.016 0.309
H -0.180 -2.099 -1.828
H 0.498 -0.620 -2.218
H -0.027 1.016 2.151

no.,DFT total energy (Eh)
1,-2768.5612
2,-3379.8370
3,-384.4620
4,-542.7140
5,-659.9427